The following is a DFT calculation (wB97M-V/def2-TZVPD) of 8 unconnected molecules or ions with the total composition C59H45BrNO32.

Geometry as XYZ:
```
138
Properties=species:S:1:pos:R:3:forces:R:3:mulliken_charge:R:1
Br -3.2794 -0.4576 -2.4316 1.811 1.345 1.169 0.0101
O -2.4614 4.9682 0.7322 2.124 -4.200 0.899 -0.6372
O 6.6088 -4.0029 -7.4256 0.014 -1.311 0.255 -0.5741
O 6.3447 -6.0163 -5.6101 -0.025 0.303 -0.267 -0.6020
O 7.4410 0.7708 4.4733 -0.290 0.272 -0.370 -0.5751
O 3.3218 5.6201 -5.5765 0.177 -0.015 0.463 -0.5874
O -1.5533 7.9026 1.3707 0.179 -0.288 0.262 -0.6047
O 5.1286 5.8652 -3.5547 -1.481 -0.219 -0.316 -0.5614
O -11.2632 -1.2912 6.2056 0.197 0.958 -0.991 -0.5594
O 1.4822 5.4421 -0.6133 -0.303 -0.263 -0.211 -0.4854
O 3.8542 -0.0078 0.6529 -0.077 -0.270 0.175 -0.4873
O 7.4639 -7.3584 -10.6098 -0.099 -0.247 0.397 -0.5952
O 3.0832 -8.0726 -3.9902 0.085 1.142 0.962 -0.5738
O -0.3139 5.1100 -2.6345 1.250 0.043 0.395 -0.5762
O -11.4474 3.8619 4.0999 -0.105 -1.080 1.010 -0.5606
O -1.6236 3.7725 2.5300 -1.474 -4.198 -4.115 -0.4079
O 6.6404 2.9399 3.0369 -0.219 -1.547 0.156 -0.5564
O 3.5060 -2.7699 -2.3334 -0.245 -0.697 -0.792 -0.5036
O -3.9049 2.0798 -0.5114 1.777 -2.791 0.526 -0.3948
O -0.9385 5.6759 2.8288 1.523 4.227 0.563 -0.3632
O 3.1982 -7.3642 -1.3633 -0.022 0.105 -0.453 -0.6062
O -10.5105 -0.7260 3.6484 -0.158 -0.075 0.410 -0.6507
O 1.8968 8.4650 5.3488 -0.182 0.282 -0.296 -0.6112
O -2.0194 -4.1987 5.2569 1.428 0.257 0.293 -0.5716
O 3.3016 -3.4733 -4.9543 -0.015 0.178 0.460 -0.6909
O 4.5914 -2.1634 2.1492 0.047 1.244 -0.561 -0.5011
O -12.1152 3.3103 6.6806 0.147 -0.032 -0.480 -0.5903
O 7.1128 -9.3741 -8.8138 0.001 1.445 -0.191 -0.5603
O 3.4030 -3.4210 4.2695 -1.563 -0.305 -0.225 -0.5483
O 1.5862 -3.6688 2.2781 0.234 0.044 0.237 -0.4299
O 1.2141 10.6982 3.9492 -0.163 -1.390 0.160 -0.5661
O -0.2042 -3.8639 7.2587 -0.246 -0.043 -0.473 -0.5900
O -3.6098 0.6834 1.3462 -2.822 1.931 -3.578 -0.5239
N -0.5174 0.3389 -1.5865 -0.883 3.547 2.670 0.6486
C 3.3630 -5.0496 -1.7721 -0.062 -0.151 0.103 -0.8514
C 2.0873 -3.5969 4.5657 1.450 0.165 0.363 0.2910
C -0.3765 6.8856 3.1292 -0.260 -1.304 0.094 -0.0687
C -0.2853 -2.2124 -1.6842 0.683 0.936 1.624 -0.3330
C 1.1502 -3.7345 3.4171 -0.660 -0.153 -0.314 0.9837
C 6.6043 0.5728 3.6120 0.320 -0.625 0.530 0.8317
C -6.5775 0.0490 -0.9661 -1.927 -0.333 2.945 -0.2301
C 0.4940 7.0127 4.1339 0.206 0.232 0.148 -0.6301
C 3.1945 -5.7931 -4.5473 -0.037 0.502 -0.066 -0.9541
C -8.7756 -0.8039 0.4439 4.490 1.906 0.296 -0.4671
C -11.7655 2.3655 5.9965 -0.245 -0.201 0.826 0.8510
C 4.6707 0.1972 1.5401 0.012 0.748 -0.215 1.0755
C 0.5714 -2.2432 -0.2922 -0.155 -0.290 -0.160 -0.4688
C -5.8397 0.4394 0.3678 -3.099 -0.648 -0.430 0.4004
C 1.9303 5.4703 -1.7489 0.707 0.183 0.373 0.9238
C 0.6729 9.4900 3.6296 0.191 1.400 -0.138 0.3509
C 6.0351 -0.7559 3.3592 0.129 0.110 0.120 -0.7260
C -11.3735 2.5895 4.5752 0.107 1.148 -1.005 0.3754
C -11.7164 0.9942 6.5151 -0.046 0.342 0.024 -0.8634
C -0.7711 8.0564 2.2921 -0.123 0.726 -0.331 0.9708
C -11.3113 -0.0124 5.7379 -0.163 -0.992 0.941 0.3477
C 7.1905 -7.0283 -9.4695 0.093 0.613 -0.545 0.8902
C 0.2303 -3.8326 6.1209 0.657 0.084 0.676 0.8898
C 5.2212 1.5287 1.8081 -0.376 -0.402 -0.292 -1.2516
C 1.4551 5.3501 -4.1647 0.214 -0.017 -0.185 -0.7875
C 7.0389 -5.6243 -9.0721 0.054 -0.236 -0.222 -0.8406
C 1.6547 -3.6413 5.8277 -0.351 -0.016 0.242 -0.8426
C 3.8067 5.6964 -3.2827 1.516 0.215 0.261 0.4566
C 0.0846 -0.7847 -2.3715 0.559 -2.198 -1.478 -0.3268
C 6.7134 -7.7524 -7.1611 -0.090 0.333 0.335 -0.9937
C 6.5858 -6.3484 -6.7598 -0.036 -0.707 0.375 0.9543
C 6.7551 -5.3026 -7.8084 -0.019 1.329 -0.224 0.3561
C -10.8935 0.2167 4.3255 0.069 0.417 -0.643 0.9276
C 6.1236 1.7098 2.7759 0.261 1.609 -0.119 0.4434
C 3.3899 -4.0819 -2.6897 0.105 0.755 0.859 0.1924
C 3.3575 5.6557 -2.0256 -0.410 -0.085 0.352 -1.1417
C -1.9190 0.6421 -1.4806 -0.323 1.634 1.207 0.1147
C 5.1316 -0.9349 2.3946 -0.054 -1.111 0.282 0.1078
C -0.2701 -3.9490 3.7083 0.385 0.088 -0.376 -1.1055
C 3.2405 -6.4561 -2.1736 0.080 0.025 0.709 0.8384
C 1.0076 5.3064 -2.9083 -1.249 -0.173 -0.358 0.3576
C -8.0241 -0.5439 -0.9077 1.222 0.543 2.725 -0.5888
C -10.9650 1.5825 3.7992 0.134 -0.520 -0.076 -0.8470
C -0.0077 2.3478 0.0858 -2.691 -2.577 -2.334 -0.7226
C 3.1714 -6.7633 -3.6304 -0.079 -1.151 -0.927 0.3635
C -0.2100 -0.7345 -3.9525 -0.144 0.278 -0.074 -1.2990
C 0.4082 1.1714 -0.8214 -1.887 1.682 1.270 0.0048
C 1.0883 8.3160 4.4483 0.180 -0.656 0.432 0.8989
C 6.9939 -8.0752 -8.4260 0.006 -1.474 0.151 0.4328
C -2.5089 1.8164 -0.6150 3.675 0.445 0.264 0.2031
C -6.5669 0.1774 1.7206 -1.423 -0.845 -3.299 -0.4533
C -0.7047 -3.9974 4.9703 -1.480 -0.248 -0.272 0.4472
C -4.3951 1.0813 0.4368 0.786 -2.545 3.305 0.5734
C -8.0074 -0.4434 1.7432 1.871 0.785 -2.279 -0.2474
C 3.2930 -4.3875 -4.1452 0.018 -0.503 -0.774 0.9813
C -1.5158 2.6914 0.1898 1.473 -2.495 -1.724 0.5391
C 2.8804 5.5597 -4.4434 -0.499 -0.050 -0.652 0.9127
C -0.1943 9.3641 2.6228 -0.219 -0.241 -0.217 -1.0049
C -1.9325 3.9117 1.1341 -1.368 1.820 0.681 0.7122
H 3.1429 -6.0021 -5.6073 0.020 0.001 0.040 0.4799
H -1.5305 5.8429 2.0655 -0.059 0.291 0.216 0.2112
H 5.1962 5.8617 -4.5302 0.087 0.042 0.126 0.3540
H -2.0766 -4.1913 6.2331 -0.058 -0.021 -0.118 0.3543
H 1.5205 0.9162 -0.8829 -1.886 0.206 -0.059 0.3773
H 1.4963 -1.5690 -0.3269 -1.179 -0.976 -0.145 -0.0930
H -8.5975 -0.8099 -1.8702 1.290 0.532 1.621 0.2974
H -0.0310 -3.1077 -2.3423 -0.196 1.513 0.656 0.4599
H 0.6468 -1.2993 -4.4880 -1.387 1.044 0.933 0.3235
H -6.0721 0.1920 -1.9874 -0.970 -0.138 1.880 0.3235
H 7.1664 -4.8752 -9.8420 0.007 -0.023 0.029 0.4263
H -10.9389 -1.8297 5.4576 -0.073 0.011 0.171 0.3397
H 3.9691 -2.0299 1.4064 0.099 -0.099 0.050 0.1973
H 1.2338 -0.7014 -2.2633 -2.040 0.218 0.020 0.1065
H 4.0183 5.7557 -1.1747 -0.016 0.036 -0.038 0.4842
H 7.2680 2.8074 3.7752 -0.041 0.114 -0.092 0.3510
H -12.0201 0.8420 7.5422 0.013 0.000 -0.035 0.4205
H 7.3187 -9.3425 -9.7690 -0.011 -0.079 0.125 0.3509
H 0.9485 -3.3086 -0.1193 -0.705 1.620 0.098 0.2998
H -1.3780 -2.2921 -1.3667 1.395 0.203 -0.845 0.2626
H 0.7955 2.9094 0.6623 -1.273 -0.777 -0.944 0.4636
H -1.1919 -1.2458 -4.2377 1.445 0.709 0.538 0.3163
H -8.4503 -0.5908 2.7968 0.587 0.159 -2.172 0.3303
H -11.7663 4.4016 4.8503 0.041 -0.004 -0.134 0.3527
H 0.7960 5.2348 -5.0149 0.014 0.040 0.022 0.4528
H 1.8072 10.5251 4.7067 -0.068 0.095 -0.108 0.3504
H -6.0179 0.4481 2.6835 -1.006 -0.467 -1.522 0.3094
H -0.2667 0.3592 -4.3266 0.271 -1.796 0.556 0.3117
H -1.5103 2.7893 2.6612 -0.124 1.091 0.040 0.3827
H -0.0575 -1.8629 0.6024 0.959 -0.892 -1.455 0.2200
H -9.8304 -1.2238 0.5136 1.694 0.658 -0.256 0.3947
H 2.3254 -3.5401 6.6706 -0.025 -0.010 -0.034 0.4534
H 3.4303 -4.8408 -0.7123 0.007 -0.023 -0.018 0.6314
H 6.3788 -1.5695 3.9843 -0.017 0.023 -0.022 0.4878
H 0.7909 6.1724 4.7476 -0.008 0.037 -0.012 0.4512
H 3.5007 -2.2712 -3.1742 0.125 -0.119 0.083 0.3286
H -0.9373 -4.0648 2.8646 -0.001 -0.016 0.041 0.4626
H 3.0832 -8.5738 -3.1508 0.002 -0.018 -0.170 0.3516
H -0.5020 10.2078 2.0197 0.015 -0.023 0.023 0.4299
H -10.6757 1.7318 2.7672 -0.012 0.014 0.033 0.4634
H -0.3822 5.1214 -1.6594 -0.105 0.179 -0.151 0.2067
H 3.4484 -3.4237 3.2913 0.293 0.120 0.273 0.2363
H 6.5706 -8.5019 -6.3940 0.017 0.021 -0.032 0.4395
H 4.8657 2.3446 1.1931 0.049 -0.008 0.016 0.5608
H 6.4091 -4.0349 -6.4696 0.026 0.059 -0.153 0.3181
```
Positions in Å, forces in eV/Å.

Properties
* LUMO: -4.861 eV
* energy: -7311.1063 Ha
* frontier orbital gap: 6.13 eV
* total charge: +1
* HOMO level: -10.99 eV